126
Properties=species:S:1:pos:R:3 method="wB97M-V/def2-TZVPD" gap_ev=8.152 de_lowest_kcal_mol=14.5 e_homo_ev=-8.690
Zn 13.75 1.27 13.20
S 12.22 -0.23 14.68
O 12.28 1.26 14.54
O 13.27 -0.51 13.64
O 12.67 -0.67 15.99
O 10.86 -0.67 14.38
C 14.63 -3.44 15.58
C 14.54 -3.38 17.11
O 15.51 -3.68 17.79
N 13.42 -2.81 17.56
C 13.21 -2.79 19.02
H 14.21 -4.35 15.16
H 15.70 -3.60 15.42
H 14.31 -2.56 15.04
H 12.86 -2.29 16.89
H 12.94 -3.80 19.33
H 12.33 -2.18 19.22
H 14.08 -2.33 19.48
C 16.66 1.66 18.88
C 15.23 2.17 18.86
O 14.71 2.55 19.90
N 14.56 2.09 17.69
C 13.21 2.60 17.61
H 16.65 0.57 18.97
H 17.14 1.92 19.82
H 17.23 1.96 18.00
H 14.89 1.46 16.98
H 12.49 2.18 18.31
H 12.82 2.30 16.64
H 13.12 3.68 17.72
C 12.18 0.11 9.52
C 11.71 0.94 10.69
O 12.50 1.46 11.46
N 10.38 1.03 10.85
C 9.77 1.80 11.93
H 12.11 0.71 8.61
H 11.65 -0.83 9.41
H 13.22 -0.20 9.64
H 9.86 0.30 10.40
H 10.27 1.54 12.86
H 8.73 1.49 12.02
H 9.79 2.86 11.70
C 14.21 4.82 10.72
C 13.74 4.44 12.10
O 14.01 3.33 12.53
N 12.90 5.28 12.74
C 12.30 4.81 13.99
H 13.98 5.83 10.38
H 13.69 4.13 10.04
H 15.27 4.58 10.61
H 13.06 6.26 12.59
H 11.70 5.59 14.45
H 13.07 4.38 14.63
H 11.66 3.94 13.84
C 17.01 0.45 15.06
C 16.39 1.76 14.67
O 15.17 1.80 14.44
N 17.16 2.84 14.69
C 16.63 4.19 14.60
H 16.23 -0.26 15.35
H 17.77 0.55 15.83
H 17.46 -0.02 14.18
H 18.16 2.71 14.68
H 15.55 4.28 14.59
H 16.97 4.64 13.66
H 17.08 4.78 15.40
C 15.69 -1.57 11.35
C 15.97 -0.09 11.24
O 15.25 0.73 11.81
N 17.02 0.29 10.53
C 17.47 1.69 10.47
H 14.81 -1.94 10.82
H 15.64 -1.74 12.42
H 16.52 -2.17 10.99
H 17.68 -0.42 10.26
H 16.58 2.22 10.12
H 18.28 1.78 9.75
H 17.72 2.09 11.45
C 9.37 2.44 15.74
C 8.07 1.69 15.45
O 7.02 2.01 15.98
N 8.21 0.56 14.73
C 7.05 -0.27 14.45
H 9.26 3.50 15.48
H 10.19 1.99 15.17
H 9.61 2.27 16.78
H 9.13 0.25 14.39
H 6.99 -1.06 15.21
H 7.08 -0.68 13.44
H 6.15 0.34 14.50
C 12.59 -4.03 13.01
C 13.35 -3.82 11.72
O 14.54 -4.06 11.62
N 12.62 -3.30 10.71
C 13.11 -3.27 9.33
H 11.52 -4.10 12.79
H 12.78 -3.09 13.52
H 12.84 -4.97 13.50
H 11.62 -3.24 10.82
H 12.98 -2.26 8.96
H 12.52 -4.00 8.77
H 14.10 -3.69 9.18
C 8.60 -3.23 12.98
C 8.70 -3.59 14.45
O 8.06 -4.56 14.86
N 9.58 -2.88 15.18
C 9.93 -3.34 16.51
H 7.57 -3.34 12.66
H 9.33 -3.86 12.47
H 8.76 -2.19 12.68
H 10.18 -2.27 14.62
H 10.97 -3.65 16.64
H 9.30 -4.14 16.88
H 9.84 -2.53 17.25
C 7.44 -0.99 18.27
C 8.30 -1.47 19.42
O 7.86 -2.31 20.19
N 9.56 -0.96 19.57
C 10.29 -0.26 18.53
H 6.53 -0.52 18.63
H 7.16 -1.77 17.57
H 7.91 -0.22 17.66
H 10.05 -1.26 20.39
H 10.06 -0.64 17.54
H 11.37 -0.23 18.62
H 9.98 0.79 18.57

122
Properties=species:S:1:pos:R:3 method="wB97M-V/def2-TZVPD" gap_ev=9.134 e_homo_ev=-9.128 smiles="C[C@H]1COC(=O)O1.C[C@H]1COC(=O)O1.CN(C)C=O.CN(C)C=O.CN(C)C=O.CN(C)C=O.CN(C)C=O.CN(C)C=O.CO.CO.CO.CO"
C -6.50 -3.17 7.02
C -5.36 -3.56 6.05
C -5.78 -3.62 4.55
O -4.81 -2.81 3.91
C -4.09 -2.15 4.81
O -3.07 -1.48 4.62
O -4.45 -2.53 5.98
H -6.92 -2.16 6.95
H -6.34 -3.29 8.09
H -7.28 -3.88 6.76
H -4.89 -4.51 6.30
H -6.73 -3.11 4.37
H -5.85 -4.57 4.02
C -0.65 1.74 -0.06
C 0.13 1.13 -1.24
C 1.28 0.16 -0.79
O 1.18 -0.83 -1.76
C -0.03 -0.82 -2.32
O -0.60 -1.68 -3.02
O -0.67 0.19 -1.90
H 0.16 1.99 0.63
H -1.26 1.01 0.46
H -1.02 2.72 -0.36
H 0.40 1.87 -2.01
H 1.19 -0.30 0.19
H 2.22 0.70 -0.69
C 3.18 -2.16 5.13
N 4.05 -2.16 6.28
C 4.30 -0.95 7.06
C 4.67 -3.32 6.55
O 5.46 -3.40 7.45
H 3.53 -1.42 4.41
H 2.20 -1.95 5.55
H 2.99 -3.12 4.65
H 3.47 -0.38 7.47
H 4.96 -1.03 7.93
H 4.94 -0.43 6.34
H 4.55 -4.13 5.81
C -1.85 -7.54 -3.21
N -2.44 -8.67 -2.41
C -3.86 -8.88 -2.29
C -1.50 -9.61 -2.09
O -1.78 -10.72 -1.66
H -1.85 -7.88 -4.25
H -0.86 -7.41 -2.79
H -2.40 -6.61 -3.08
H -4.19 -7.89 -1.98
H -4.34 -9.22 -3.21
H -4.13 -9.58 -1.49
H -0.46 -9.36 -2.36
C -5.99 -0.64 -2.21
N -6.84 0.42 -1.62
C -6.41 0.90 -0.29
C -8.05 0.72 -2.18
O -8.45 0.33 -3.25
H -4.94 -0.36 -2.10
H -6.25 -0.76 -3.26
H -6.11 -1.64 -1.81
H -7.07 1.69 0.04
H -6.69 0.17 0.47
H -5.44 1.31 -0.02
H -8.67 1.28 -1.46
C 1.77 3.38 -7.96
N 2.50 2.37 -7.15
C 2.02 0.97 -7.21
C 3.09 2.91 -6.04
O 3.46 2.32 -4.98
H 0.94 3.89 -7.47
H 1.20 2.98 -8.80
H 2.52 4.06 -8.37
H 0.93 0.98 -7.10
H 2.20 0.44 -8.14
H 2.31 0.41 -6.32
H 3.38 3.97 -6.13
C -3.49 6.47 3.18
N -3.68 7.80 2.66
C -2.46 8.58 2.46
C -4.87 8.46 2.86
O -5.13 9.64 2.58
H -3.38 5.78 2.35
H -4.34 5.99 3.67
H -2.54 6.50 3.71
H -2.67 9.57 2.04
H -1.68 8.67 3.22
H -1.88 8.06 1.69
H -5.65 7.72 3.10
C 6.33 5.48 3.25
N 5.12 5.19 2.36
C 5.42 4.94 0.97
C 3.89 5.34 2.99
O 2.96 5.15 2.33
H 6.05 5.53 4.29
H 6.80 6.41 2.92
H 7.01 4.62 3.25
H 6.15 4.16 0.76
H 4.49 4.70 0.45
H 5.76 5.86 0.48
H 4.05 5.76 4.00
C 7.61 -1.39 -0.14
O 7.06 -2.35 0.67
H 8.08 -0.61 0.46
H 8.38 -1.69 -0.84
H 6.74 -1.13 -0.75
H 7.80 -2.80 1.09
C 2.71 -4.52 -6.49
O 3.91 -5.11 -6.26
H 1.88 -4.88 -5.88
H 2.78 -3.58 -5.95
H 2.37 -4.34 -7.51
H 4.23 -5.04 -5.36
C 3.48 -5.29 -1.30
O 4.48 -4.57 -2.12
H 3.21 -4.48 -0.62
H 2.61 -5.49 -1.91
H 3.69 -6.14 -0.66
H 5.07 -4.11 -1.53
C -0.15 6.69 -2.74
O -1.07 5.79 -3.36
H -0.39 7.03 -1.73
H 0.84 6.25 -2.68
H -0.09 7.64 -3.27
H -1.76 6.36 -3.71

102
Properties=species:S:1:pos:R:3 method="wB97M-V/def2-TZVPD" gap_ev=9.147 de_lowest_kcal_mol=41.0 e_homo_ev=-8.352 smiles=CCN(CC)CC.CCCCCC.CCCCCC.CCCCCC.CCCCCC
C 29.42 -98.37 -133.80
C 29.21 -97.89 -132.31
N 30.30 -98.41 -131.42
C 31.69 -98.00 -131.66
C 32.00 -96.42 -131.54
C 29.99 -98.14 -129.95
C 28.88 -99.12 -129.49
H 28.50 -98.23 -134.31
H 29.43 -99.30 -133.92
H 30.31 -97.82 -134.49
H 28.08 -98.11 -132.13
H 28.93 -96.96 -132.33
H 31.96 -98.20 -132.72
H 32.35 -98.56 -130.89
H 31.79 -96.11 -130.62
H 31.21 -95.86 -132.27
H 33.03 -96.15 -131.90
H 29.73 -97.00 -130.00
H 30.80 -98.12 -129.40
H 28.70 -99.16 -128.24
H 29.31 -100.07 -129.39
H 27.99 -98.90 -129.99
C 32.53 -97.36 -123.16
C 32.59 -97.68 -124.70
C 32.81 -99.16 -125.07
C 32.48 -99.56 -126.53
C 32.94 -101.00 -126.82
C 32.71 -101.32 -128.34
H 31.97 -96.52 -122.92
H 33.51 -97.45 -122.89
H 32.15 -98.21 -122.65
H 33.37 -97.18 -125.34
H 31.75 -97.37 -125.41
H 32.31 -99.91 -124.41
H 33.95 -99.09 -125.06
H 32.90 -98.82 -127.18
H 31.30 -99.59 -126.53
H 32.25 -101.82 -126.34
H 33.98 -101.28 -126.50
H 33.40 -100.81 -129.00
H 31.67 -101.00 -128.49
H 32.83 -102.46 -128.55
C 30.98 -102.48 -131.42
C 31.15 -102.07 -132.92
C 32.56 -101.51 -133.23
C 32.81 -101.37 -134.80
C 34.28 -101.09 -135.10
C 34.56 -100.22 -136.24
H 31.91 -103.24 -131.22
H 29.93 -102.69 -131.19
H 31.18 -101.80 -130.69
H 30.47 -101.29 -133.00
H 30.81 -102.95 -133.59
H 33.36 -102.23 -132.62
H 32.77 -100.59 -132.81
H 32.15 -100.62 -135.19
H 32.25 -102.26 -135.09
H 34.72 -102.03 -135.15
H 34.51 -100.63 -134.24
H 35.56 -100.13 -136.14
H 34.12 -99.28 -136.28
H 34.23 -100.68 -137.30
C 35.32 -91.16 -130.49
C 33.76 -91.42 -130.29
C 33.52 -92.36 -129.09
C 33.96 -93.86 -129.09
C 33.12 -94.55 -128.05
C 33.70 -94.23 -126.74
H 35.80 -92.01 -131.05
H 35.72 -90.90 -129.44
H 35.61 -90.46 -131.14
H 33.39 -92.08 -131.17
H 33.36 -90.52 -130.14
H 32.45 -92.32 -128.90
H 33.93 -91.89 -128.20
H 34.85 -93.78 -129.22
H 33.38 -94.28 -130.00
H 33.26 -95.61 -128.23
H 32.16 -94.17 -128.20
H 33.50 -94.96 -125.89
H 33.40 -93.20 -126.53
H 34.63 -94.22 -126.78
C 36.36 -97.79 -125.86
C 35.85 -97.12 -127.14
C 36.10 -98.00 -128.43
C 35.52 -97.41 -129.72
C 36.15 -98.09 -131.00
C 35.68 -99.52 -131.22
H 35.94 -98.76 -125.63
H 36.24 -97.31 -124.89
H 37.36 -98.08 -125.89
H 36.25 -96.14 -127.01
H 34.89 -96.98 -127.19
H 35.80 -99.14 -128.51
H 37.19 -98.20 -128.47
H 35.62 -96.30 -129.69
H 34.50 -97.50 -129.69
H 37.13 -98.30 -130.92
H 35.90 -97.36 -131.72
H 34.57 -99.59 -131.15
H 35.81 -100.27 -130.36
H 36.16 -100.12 -131.86

120
Properties=species:S:1:pos:R:3 method="wB97M-V/def2-TZVPD" gap_ev=3.559 e_homo_ev=-12.389 charge=+2
Zr -3.20 -1.90 -0.68
C -4.51 1.36 -1.16
O -4.96 1.50 -2.48
O -3.92 0.09 -1.11
C -3.71 2.61 -0.71
F -4.30 3.72 -1.07
F -3.58 2.63 0.62
F -2.47 2.57 -1.24
C -6.35 1.37 -2.74
C -6.54 1.72 -4.22
H -5.87 1.12 -4.83
H -7.58 1.60 -4.50
H -6.21 2.74 -4.39
H -7.06 1.97 -2.17
H -6.73 0.35 -2.62
H -5.40 1.35 -0.52
C -0.71 0.88 1.62
C -0.62 -0.50 0.96
C 0.31 -1.43 1.71
O -1.89 -1.13 0.79
H 0.28 1.34 1.53
H -0.88 0.72 2.69
H -1.39 1.51 1.06
H -0.17 -0.44 -0.04
H 0.34 -2.43 1.26
H 0.06 -1.58 2.77
H 1.32 -1.03 1.71
C 0.95 -4.60 4.81
Br 2.49 -5.61 4.07
Br 1.53 -3.22 6.09
Br -0.36 -5.75 5.68
H 0.43 -4.09 4.01
C 9.93 -2.09 1.16
C 8.51 -1.65 1.52
C 7.51 -2.33 0.58
C 6.03 -2.01 0.82
C 5.58 -2.34 2.23
C 4.07 -2.37 2.43
H 10.11 -2.00 0.08
H 10.05 -3.17 1.28
H 10.71 -1.56 1.70
H 8.32 -2.02 2.53
H 8.51 -0.56 1.46
H 7.66 -3.41 0.59
H 7.71 -2.02 -0.46
H 5.95 -0.95 0.61
H 5.46 -2.63 0.11
H 5.96 -3.28 2.64
H 5.99 -1.54 2.85
H 3.57 -1.44 2.16
H 3.65 -3.13 1.76
H 3.77 -2.64 3.44
C -2.70 1.49 -6.02
C -2.03 0.62 -4.96
C -1.28 1.51 -3.97
O -0.49 0.70 -3.11
C 0.34 1.50 -2.29
N -2.98 -0.27 -4.31
H -3.20 0.82 -6.73
H -2.00 2.16 -6.52
H -3.54 2.09 -5.64
H -1.29 0.09 -5.57
H -2.06 2.01 -3.38
H -0.75 2.29 -4.52
H -0.22 2.27 -1.77
H 1.14 1.94 -2.91
H 0.88 0.88 -1.57
H -3.64 0.31 -3.79
H -3.49 -0.69 -5.09
C -2.55 -2.46 5.31
C -3.65 -2.28 4.28
C -3.90 -0.81 4.00
O -4.92 -0.65 3.02
C -5.14 0.69 2.64
N -3.21 -2.92 3.02
H -2.79 -2.03 6.28
H -1.57 -2.08 5.01
H -2.37 -3.53 5.44
H -4.59 -2.77 4.51
H -2.99 -0.37 3.56
H -4.26 -0.31 4.91
H -4.24 1.14 2.20
H -5.52 1.24 3.51
H -5.93 0.70 1.89
H -2.40 -2.37 2.74
H -2.87 -3.86 3.19
C 2.82 6.51 -0.30
C 2.61 5.94 1.11
C 1.59 4.81 1.09
O 0.30 5.38 0.92
C -0.67 4.35 1.04
N 3.94 5.49 1.52
H 1.85 6.74 -0.74
H 3.22 5.71 -0.94
H 3.46 7.39 -0.32
H 2.26 6.69 1.83
H 1.62 4.20 2.00
H 1.77 4.15 0.23
H -1.66 4.78 0.87
H -0.64 4.01 2.08
H -0.51 3.53 0.34
H 4.61 6.25 1.42
H 3.93 5.27 2.52
C -0.81 -2.86 -4.39
C -1.00 -2.98 -2.87
C 0.34 -3.10 -2.16
O 0.91 -1.84 -1.98
C 2.16 -1.91 -1.29
N -1.73 -1.78 -2.28
H -1.79 -2.88 -4.88
H -0.44 -3.79 -4.83
H -0.37 -1.92 -4.70
H -1.59 -3.89 -2.72
H 1.06 -3.84 -2.52
H 0.03 -3.49 -1.17
H 2.16 -2.65 -0.49
H 2.51 -0.93 -0.97
H 2.96 -2.24 -1.97
H -2.13 -1.27 -3.12
H -0.88 -1.19 -2.11